An isolated molecule of C18H19BrN2O2, computed with ωB97M-V/def2-TZVPD.

Positions of all 42 atoms, in Å:
C (3.526, -3.362, -1.411)
C (3.692, -2.321, -0.346)
C (4.577, -2.545, 0.699)
C (4.760, -1.603, 1.695)
C (4.024, -0.437, 1.672)
C (3.119, -0.209, 0.642)
N (2.370, 0.996, 0.674)
C (1.018, 1.065, 0.664)
O (0.297, 0.091, 0.549)
C (0.458, 2.476, 0.779)
C (-0.518, 2.746, -0.376)
N (-1.637, 1.841, -0.323)
C (-2.914, 2.274, -0.272)
O (-3.218, 3.451, -0.361)
C (-3.946, 1.203, -0.111)
C (-5.191, 1.589, 0.379)
C (-6.204, 0.665, 0.550)
C (-5.964, -0.657, 0.216)
Br (-7.349, -1.945, 0.442)
C (-4.740, -1.062, -0.289)
C (-3.731, -0.129, -0.451)
C (2.967, -1.125, -0.400)
C (2.064, -0.827, -1.556)
H (3.919, -3.007, -2.364)
H (2.474, -3.606, -1.550)
H (4.060, -4.270, -1.142)
H (5.137, -3.468, 0.729)
H (5.463, -1.784, 2.494)
H (4.137, 0.300, 2.454)
H (2.882, 1.814, 0.971)
H (1.253, 3.222, 0.767)
H (-0.085, 2.552, 1.724)
H (0.005, 2.629, -1.333)
H (-0.916, 3.763, -0.315)
H (-1.389, 0.884, -0.098)
H (-5.349, 2.629, 0.618)
H (-7.167, 0.965, 0.935)
H (-4.578, -2.095, -0.555)
H (-2.787, -0.453, -0.862)
H (2.441, -1.276, -2.470)
H (1.065, -1.217, -1.360)
H (1.976, 0.247, -1.706)

LUMO = 0.541 eV
E_tot = -96093.7888 eV
molar mass = 375.3 g/mol
energy relative to the best compared isomer or geometry (same formula, charge and spin) = 0.00 kJ/mol
spin multiplicity = 1